# 1
Entry from the OMol25 dataset: C4H10N4O as an isolated structure (the ωB97M-V functional and the def2-TZVPD basis).

Structure (ORCA input):
```
! wB97M-V def2-TZVPD RIJCOSX def2/J DEFGRID3
* xyz 0 1
C 0.33 1.26 -2.11
C 0.71 -0.04 -1.31
C -0.08 -0.38 -0.05
C -1.04 0.65 2.61
H 0.50 2.15 -1.51
H -0.84 1.34 -2.32
H 0.89 1.24 -3.07
H 1.82 0.19 -1.08
H 0.63 -0.92 -1.96
H -1.80 -0.70 1.33
H -1.36 0.12 3.49
H 0.04 2.06 1.98
H 1.21 -3.21 0.54
H 1.30 -2.15 -1.28
N -1.67 0.29 1.37
N -0.11 1.51 2.84
N -0.12 -1.52 0.49
N 0.53 -2.55 -0.27
O -0.94 0.65 0.29
*
```

## Properties
- lowest unoccupied orbital energy (eV) = 0.59
- frontier orbital gap (eV) = 9.536
- E_HOMO (Ha) = -0.329

Mulliken atomic charge list, values in e, 8 entries:
1. C -1.206
2. C -0.475
3. C 0.871
4. C 0.015
5. H 0.331
6. H 0.256
7. H 0.365
8. H 0.254

***

# 2
Entry from the OMol25 dataset: one molecule with the formula C2H6NO3P (the ωB97M-V functional and the def2-TZVPD basis).

Structure (ORCA input):
```
! wB97M-V def2-TZVPD RIJCOSX def2/J DEFGRID3
* xyz 0 1
C 0.37 1.56 1.25
C -0.16 -1.82 -1.07
N 0.09 0.23 0.86
O -1.61 0.60 -0.93
O -0.34 -0.54 1.74
O 0.84 0.75 -1.57
P -0.23 0.00 -0.99
H 0.87 1.61 2.34
H -0.58 2.03 1.23
H 1.01 1.95 0.56
H 0.72 -2.17 -0.70
H -0.99 -2.21 -0.65
H 0.03 -2.00 -2.08
*
```

## Properties
- lowest unoccupied orbital energy (eV) = -2.44
- frontier orbital gap (eV) = 8.016
- E_HOMO (Ha) = -0.384

Mulliken atomic charge list, values in e, 8 entries:
1. C -0.723
2. C -1.096
3. N 0.454
4. O -0.661
5. O -0.347
6. O -0.678
7. P 0.966
8. H 0.276

***

# 3
Entry from the OMol25 dataset: C29H22BrF12N9O10PrS5 as an isolated structure (the ωB97M-V functional and the def2-TZVPD basis).

Structure (ORCA input):
```
! wB97M-V def2-TZVPD RIJCOSX def2/J DEFGRID3
* xyz -1 3
Pr -0.15 -0.18 -0.32
O -2.73 -1.48 -3.76
C -2.22 -1.33 -2.64
N -0.92 -1.26 -2.32
C 0.02 -1.57 -3.32
C -0.28 -2.38 -4.42
C 0.63 -2.60 -5.43
C 1.88 -2.02 -5.37
C 2.24 -1.31 -4.24
C 1.36 -1.11 -3.18
N 1.72 -0.40 -2.02
C 3.02 -0.33 -1.71
O 3.98 -0.99 -2.13
C 3.33 0.72 -0.68
C 4.61 1.27 -0.65
C 4.92 2.21 0.32
C 3.94 2.54 1.25
C 2.70 1.93 1.15
N 2.38 1.06 0.20
C -3.16 -1.25 -1.47
C -4.47 -1.67 -1.70
C -5.40 -1.61 -0.68
C -4.99 -1.10 0.54
C -3.67 -0.70 0.68
N -2.76 -0.79 -0.28
H -1.26 -2.82 -4.49
H 0.34 -3.22 -6.27
H 2.57 -2.13 -6.19
H 3.23 -0.90 -4.18
H 5.33 0.95 -1.38
H 5.91 2.67 0.36
H 4.16 3.23 2.05
H 1.93 2.13 1.88
H -4.71 -2.01 -2.70
H -6.42 -1.93 -0.84
H -5.67 -1.00 1.37
H -3.33 -0.28 1.62
F -3.06 -3.81 0.63
C -2.00 -4.35 1.22
F -1.49 -5.26 0.39
F -2.42 -4.99 2.32
S -0.70 -3.03 1.57
O -0.51 -2.41 0.28
O 0.41 -3.74 2.11
N -1.50 -2.14 2.58
S -0.88 -0.73 2.91
O -0.91 0.16 1.78
O 0.31 -0.78 3.67
C -2.22 -0.11 4.11
F -2.61 1.13 3.82
F -1.79 -0.13 5.36
F -3.32 -0.87 4.07
Br 4.40 -3.95 -0.97
C 3.74 -2.73 0.27
C 4.57 -2.20 1.24
C 4.01 -1.34 2.16
C 2.67 -1.00 2.04
N 1.89 -1.46 1.06
C 2.41 -2.34 0.21
H 5.62 -2.47 1.28
H 4.60 -0.91 2.96
H 2.20 -0.33 2.75
H 1.74 -2.75 -0.53
C 0.24 5.81 1.51
N 0.64 4.63 2.24
C -0.21 3.75 2.81
N -1.54 3.95 2.67
S 0.39 2.55 3.79
H 1.13 6.36 1.21
H -0.38 6.44 2.14
H -0.33 5.54 0.61
H 1.61 4.42 2.35
H -1.86 4.36 1.80
H -2.11 3.19 3.01
F 0.38 1.95 -2.74
C 0.20 3.12 -2.11
F 1.38 3.51 -1.63
F -0.19 4.02 -2.99
S -0.95 2.72 -0.67
O -0.02 2.16 0.25
O -1.61 3.92 -0.27
N -1.87 1.61 -1.26
S -3.26 2.19 -1.79
O -3.05 3.41 -2.50
O -4.13 1.23 -2.34
C -4.07 2.68 -0.13
F -3.33 2.23 0.90
F -5.28 2.12 0.00
F -4.24 3.99 0.02
*
```

## Properties
- expectation value of S² = 2.002
- lowest unoccupied orbital energy (eV) = 2.14
- frontier orbital gap (eV) = 6.741
- E_HOMO (Ha) = -0.169

Mulliken atomic charge list, values in e, 8 entries:
1. Pr 1.657
2. O -0.808
3. C -0.049
4. N 0.870
5. C 0.178
6. C -1.200
7. C -0.731
8. C -0.920

***

# 4
Entry from the OMol25 dataset: a 3-piece molecular cluster, C5H13NO overall (the ωB97M-V functional and the def2-TZVPD basis).

Structure (ORCA input):
```
! wB97M-V def2-TZVPD RIJCOSX def2/J DEFGRID3
* xyz 0 1
C 1.09 -1.25 -0.39
C 0.58 -1.07 0.88
C -0.45 -2.01 1.45
H 0.69 -2.04 -1.02
H 2.13 -1.05 -0.59
H 1.25 -0.65 1.62
H 0.02 -2.81 2.01
H -1.12 -1.47 2.12
H -1.07 -2.43 0.66
N 1.05 2.05 -1.48
C 0.14 1.10 -1.78
O -0.75 1.20 -2.58
H 1.75 1.90 -0.78
H 0.94 2.98 -1.87
H 0.52 0.01 -1.29
C -1.35 1.17 0.57
H -0.41 0.38 0.75
H -1.79 1.12 1.56
H -1.99 0.67 -0.14
H -1.25 2.21 0.28
*
```

## Properties
- lowest unoccupied orbital energy (eV) = 0.70
- frontier orbital gap (eV) = 9.054
- SMILES = C=CC.NC=O.C
- E_HOMO (Ha) = -0.307

Mulliken atomic charge list, values in e, 8 entries:
1. C -0.930
2. C 0.108
3. C -1.168
4. H 0.327
5. H 0.322
6. H 0.383
7. H 0.341
8. H 0.323

***

# 5
Entry from the OMol25 dataset: one molecule with the formula C8H8BNO2 (the ωB97M-V functional and the def2-TZVPD basis).

Structure (ORCA input):
```
! wB97M-V def2-TZVPD RIJCOSX def2/J DEFGRID3
* xyz 0 1
B -1.32 -0.98 -1.77
C -2.63 -0.19 -1.70
C 1.21 1.64 2.27
C 2.25 0.95 1.67
C -0.06 1.70 1.76
C 1.96 0.25 0.49
C -0.30 1.11 0.55
C 0.68 0.32 -0.09
C 0.12 -0.82 -1.01
N -3.77 -0.03 -1.71
O -0.68 -1.58 -0.37
O -1.24 -2.08 -2.58
H 1.53 2.01 3.25
H 3.11 0.89 2.15
H -0.94 2.05 2.25
H 2.76 -0.30 -0.07
H -1.33 1.04 0.07
H 0.95 -1.17 -1.65
H -0.29 -2.49 -0.40
H -2.01 -2.32 -3.10
*
```

## Properties
- lowest unoccupied orbital energy (eV) = 0.30
- frontier orbital gap (eV) = 9.415
- E_HOMO (Ha) = -0.335

Mulliken atomic charge list, values in e, 8 entries:
1. B 0.524
2. C 0.287
3. C -0.310
4. C -0.710
5. C -0.679
6. C -0.431
7. C -0.130
8. C 0.611

***

# 6
Entry from the OMol25 dataset: C43H34N9O2PbS2Se as an isolated structure (the ωB97M-V functional and the def2-TZVPD basis).

Structure (ORCA input):
```
! wB97M-V def2-TZVPD RIJCOSX def2/J DEFGRID3
* xyz 3 1
Pb -1.08 0.68 0.61
O 1.54 5.07 -0.01
C 0.55 5.91 0.18
C 0.81 7.29 0.12
C -0.20 8.20 0.34
C -1.50 7.77 0.65
C -1.79 6.42 0.68
C -0.78 5.47 0.45
C -1.10 4.07 0.38
O -0.27 3.14 0.25
N -2.43 3.79 0.46
N -2.94 2.69 0.23
C -4.03 2.25 -0.26
C -4.41 0.85 -0.27
C -5.70 0.52 -0.67
C -6.08 -0.82 -0.70
C -5.15 -1.77 -0.32
C -3.88 -1.35 0.07
N -3.51 -0.08 0.09
H 1.23 4.14 0.06
H 1.82 7.61 -0.10
H 0.02 9.25 0.31
H -2.28 8.49 0.85
H -2.79 6.07 0.89
H -4.73 2.95 -0.71
H -6.39 1.30 -0.94
H -7.08 -1.10 -1.00
H -5.39 -2.82 -0.33
H -3.14 -2.07 0.39
Se 0.23 -4.37 6.81
N -0.10 -2.66 6.70
C -0.22 -2.32 5.43
C -0.48 -0.99 4.95
C -0.62 0.10 5.83
C -0.86 1.35 5.30
C -0.97 1.48 3.92
N -0.86 0.46 3.09
C -0.61 -0.77 3.56
C -0.48 -1.87 2.63
N -0.67 -1.65 1.32
C -0.55 -2.64 0.46
C -0.22 -3.94 0.84
C -0.05 -4.21 2.18
C -0.19 -3.17 3.10
C -0.05 -3.39 4.51
N 0.20 -4.56 5.07
H -0.54 -0.08 6.89
H -0.96 2.21 5.94
H -1.17 2.45 3.48
H -0.72 -2.39 -0.58
H -0.13 -4.72 0.10
H 0.17 -5.20 2.54
S -0.54 0.22 -2.09
C 0.83 -0.78 -2.12
N 1.00 -1.60 -3.14
C 2.06 -2.59 -3.10
C 3.32 -1.97 -2.53
N 3.03 -1.32 -1.26
C 4.08 -1.29 -0.26
C 3.70 -2.07 0.98
C 3.50 -3.44 0.91
C 3.23 -4.17 2.05
C 3.11 -3.52 3.27
C 3.28 -2.15 3.35
C 3.59 -1.43 2.21
C 1.86 -0.72 -1.06
S 1.65 0.16 0.36
C 0.08 -1.63 -4.26
C 0.32 -0.50 -5.25
C -0.68 0.44 -5.50
C -0.50 1.42 -6.47
C 0.67 1.46 -7.20
C 1.68 0.53 -6.95
C 1.50 -0.44 -5.99
H 2.26 -2.96 -4.10
H 1.73 -3.44 -2.48
H 3.74 -1.23 -3.23
H 4.08 -2.74 -2.36
H 4.29 -0.25 0.01
H 4.97 -1.72 -0.70
H 3.61 -3.96 -0.04
H 3.14 -5.24 2.00
H 2.91 -4.10 4.16
H 3.20 -1.64 4.30
H 3.78 -0.37 2.28
H -0.94 -1.54 -3.87
H 0.19 -2.59 -4.77
H -1.61 0.39 -4.95
H -1.29 2.12 -6.66
H 0.80 2.20 -7.98
H 2.59 0.56 -7.53
H 2.28 -1.17 -5.83
*
```

## Properties
- lowest unoccupied orbital energy (spin up / spin down) (eV) = -10.97 / -10.98
- frontier orbital gap (spin up / spin down) (eV) = 4.159 / 4.143
- E_HOMO (spin up / spin down) (Ha) = -0.556 / -0.556

Mulliken atomic charge list, values in e, 8 entries:
1. Pb 1.280
2. O -0.557
3. C 0.311
4. C -0.807
5. C -0.349
6. C -0.847
7. C -0.337
8. C 0.199

***

Per-record electronic energy, eV: -12312.3564; -19090.6783; -235219.5372; -8930.8250; -14685.5533; -154888.4934
Per-record energy above the lowest of the compared OMol25 structures with the same formula, charge and spin, eV: 6.179; 3.548; 0.000; 3.186; 4.008; 1.931